Record 1
# C22H28Cl4N2O4Sc

A structure of composition C22H28Cl4N2O4Sc at a distorted geometry (ωB97M-V/def2-TZVPD, the OMol25 dataset).

Summary:
Kohn-Sham gap (eV): 6.569
LUMO level (eV): 2.65

ORCA input file:
```
! RIJCOSX wB97M-V def2-TZVPD def2/J DEFGRID3
* xyz -1 1
Sc -0.507 0.007 0.582
Cl -0.738 0.033 2.988
N -0.273 2.056 0.609
N -0.333 -2.047 0.633
C -0.728 2.831 -0.299
C -0.780 -2.819 -0.281
C 0.637 2.878 1.490
C 0.958 4.018 0.524
C 1.884 2.159 1.948
C -0.184 3.396 2.665
H 2.425 1.735 1.110
H 1.627 1.359 2.635
H 2.527 2.863 2.475
H -1.035 3.981 2.319
H 0.439 4.035 3.290
H -0.552 2.571 3.262
C 0.535 -2.880 1.546
C 0.847 -4.043 0.605
C -0.323 -3.358 2.711
C 1.795 -2.190 2.016
H 2.354 -1.783 1.181
H 2.416 -2.911 2.548
H 1.554 -1.384 2.700
H -1.183 -3.924 2.356
H -0.679 -2.514 3.290
H 0.269 -4.005 3.358
O -0.275 -4.063 -0.323
H 0.891 -5.006 1.103
H 1.750 -3.872 0.020
O -0.191 4.059 -0.372
H 1.838 3.812 -0.084
H 1.045 4.985 1.007
C -1.826 2.511 -1.223
C -1.841 -2.491 -1.245
C -1.681 -1.191 -1.985
H -2.777 -2.444 -0.677
H -1.937 -3.326 -1.927
C -1.427 0.011 -1.317
C -1.678 1.217 -1.978
H -2.059 0.023 0.739
C -1.927 1.230 -3.357
C -2.001 0.021 -4.029
C -2.132 2.501 -4.131
C -1.931 -1.192 -3.365
H -2.168 0.025 -5.099
C -2.140 -2.457 -4.147
H -2.210 -2.236 -5.209
H -3.060 -2.971 -3.865
H -1.321 -3.164 -4.017
H -3.054 3.013 -3.849
H -2.199 2.287 -5.195
H -1.314 3.207 -3.993
H -1.953 3.350 -1.895
H -2.737 2.451 -0.620
Cl 4.402 1.522 3.192
C 4.039 -0.031 2.384
Cl 5.715 -0.621 2.257
Cl 3.571 -0.975 3.862
C 3.382 -0.059 0.838
O 4.287 -0.145 -0.106
O 1.964 -0.045 0.345
*
```

Record 2
# C3H10NO

A cluster of 2 separate species, C3H10NO in total at a distorted geometry (ωB97M-V/def2-TZVPD, the OMol25 dataset).

Summary:
Energy above the lowest of the compared OMol25 structures with the same formula, charge and spin (kcal/mol): 36.1
Kohn-Sham gap (eV): 9.065
LUMO level (eV): -5.49

ORCA input file:
```
! RIJCOSX wB97M-V def2-TZVPD def2/J DEFGRID3
* xyz 1 1
C -0.355 -2.336 0.141
N -1.348 -1.761 0.688
H -0.629 -3.086 -0.587
H 0.659 -2.036 0.371
H -1.311 -0.793 1.070
H -2.288 -2.144 0.715
C 0.040 1.086 -0.571
O -0.739 0.869 0.605
C 1.413 1.684 -0.375
H -0.565 1.573 -1.336
H 0.121 0.107 -1.074
H -0.359 1.350 1.354
H 1.723 2.287 -1.207
H 2.152 0.892 -0.310
H 1.487 2.308 0.517
*
```